No. 1
This record from OMol25 describes a single C5H8O molecule. The level of theory is ωB97M-V/def2-TZVPD.

The calculation puts the HOMO-LUMO gap at 9.374 eV. The calculation puts the energy above the lowest of the compared OMol25 structures with the same formula, charge and spin at 70.25 kcal per mole. Its total energy is -7359.2091 eV. The HOMO energy comes out at -0.310 hartree. The value obtained for the max |F| is 0.43 eV/A.

Structure (ORCA input):
```
! RIJCOSX wB97M-V def2-TZVPD def2/J DEFGRID3
* xyz 0 1
C -0.3015 1.1303 0.8552
C -0.0224 -0.0952 0.0078
C 0.0227 0.0529 -1.5108
C 1.2864 -0.1667 -0.7749
C -0.4746 -1.4466 0.3823
O -1.1280 -1.3687 1.5354
H 0.1277 2.0244 0.3897
H -1.3780 1.2940 0.9738
H 0.1317 1.0265 1.8559
H -0.3836 -0.7665 -2.0947
H -0.1903 1.0473 -1.8928
H 1.9606 0.6741 -0.6378
H 1.7630 -1.1388 -0.8451
H -1.4137 -2.2671 1.7560
*
```

=====

No. 2
This record from OMol25 describes a single C5H8O molecule. The level of theory is ωB97M-V/def2-TZVPD.

The calculation puts the HOMO-LUMO gap at 9.680 eV. The calculation puts the energy above the lowest of the compared OMol25 structures with the same formula, charge and spin at 41.80 kcal per mole. The SMILES is C=CC/C=C/O. Its total energy is -7360.4427 eV. The HOMO energy comes out at -0.317 hartree. The value obtained for the max |F| is 0.37 eV/A.

Structure (ORCA input):
```
! RIJCOSX wB97M-V def2-TZVPD def2/J DEFGRID3
* xyz 0 1
C -1.7718 -0.1790 -0.5999
C -1.0879 0.9615 -0.5548
C 0.0091 1.2077 0.4764
C 1.0864 0.2118 0.1372
C 1.1994 -0.9563 0.7620
O 1.8098 -2.0641 0.2485
H -1.6348 -0.9539 0.1537
H -2.4699 -0.3926 -1.4041
H -1.1921 1.7018 -1.3471
H -0.3675 1.0335 1.4940
H 0.3636 2.2436 0.4355
H 1.5720 0.3434 -0.8326
H 0.7687 -1.1489 1.7426
H 1.7150 -2.0086 -0.7114
*
```

=====

No. 3
This record from OMol25 describes a molecular structure, C5H8O at a distorted geometry. The level of theory is ωB97M-V/def2-TZVPD.

The calculation puts the HOMO-LUMO gap at 8.357 eV. The calculation puts the energy above the lowest of the compared OMol25 structures with the same formula, charge and spin at 97.07 kcal per mole. Its total energy is -7358.0459 eV. The HOMO energy comes out at -0.292 hartree. The value obtained for the max |F| is 3.22 eV/A.

Structure (ORCA input):
```
! RIJCOSX wB97M-V def2-TZVPD def2/J DEFGRID3
* xyz 0 1
O 1.3909 1.3955 -1.0150
C 1.7223 0.6564 -0.0630
C 0.6774 0.0355 0.7540
C -0.3342 -1.1642 0.1892
C -1.3131 -0.2611 -0.5161
C -0.6376 0.8131 0.3636
H 2.7949 0.5829 0.1461
H 1.0271 -0.2406 1.7571
H 0.2823 -1.8340 -0.3839
H -0.8002 -1.6499 1.0565
H -1.1325 -0.1309 -1.5909
H -2.3852 -0.4329 -0.3457
H 0.1566 1.5649 -0.5812
H -1.2423 0.9175 1.2898
*
```

=====

No. 4
This record from OMol25 describes a molecular structure, C5H8O. The level of theory is ωB97M-V/def2-TZVPD.

The calculation puts the HOMO-LUMO gap (spin up / spin down) at 6.465 / 6.467 eV. The calculation puts the energy above the lowest of the compared OMol25 structures with the same formula, charge and spin at 116.78 kcal per mole. Its total energy is -7357.1911 eV. The HOMO energy (spin up / spin down) comes out at -0.260 / -0.260 hartree. The value obtained for the max |F| is 0.39 eV/A.

Structure (ORCA input):
```
! RIJCOSX wB97M-V def2-TZVPD def2/J DEFGRID3
* xyz 0 1
O -0.3607 -2.2070 -0.9602
C -0.7232 -1.1662 -0.4128
C 0.1937 -0.7892 0.9102
C 1.1481 0.0983 0.2679
C 0.6859 1.3429 -0.1911
C -1.6000 -0.1556 -0.7662
H -0.4605 -0.2918 1.6310
H 0.6316 -1.6987 1.3178
H 1.5477 1.2166 0.8376
H 2.0517 -0.3081 -0.1823
H 1.2186 1.9007 -0.9564
H -0.2035 1.7732 0.2496
H -2.0176 0.5187 -0.0253
H -2.1118 -0.2338 -1.7197
*
```